Record 1
Formula: C8H9NS3
Source: OMol25
Level of theory: the ωB97M-V functional and the def2-TZVPD basis

The calculation puts the HOMO energy at -7.5 eV. Its LUMO energy is 0.4 eV. The HOMO-LUMO gap is 7.9079 eV.

Positions of all 21 atoms, in Å:
S -0.462 -2.143 0.108
S -3.636 0.772 0.436
S -1.872 0.037 -1.915
N -0.769 0.717 0.990
C 2.997 -0.257 -0.336
C -1.940 -1.247 0.628
C 2.683 1.126 -0.241
C -2.169 0.012 -0.167
C 1.482 1.473 0.285
C 0.421 0.510 0.390
C 2.031 -1.167 -0.308
C 0.725 -0.769 0.001
H -1.890 -1.017 1.642
H -3.835 1.600 -0.595
H 1.182 2.539 0.588
H -2.861 -2.012 0.584
H 3.543 1.733 -0.383
H -1.119 -0.988 -1.934
H 2.329 -2.147 -0.430
H 3.981 -0.455 -0.574
H -0.820 1.685 1.233

Atomic partial charges in e from the Löwdin method, atoms 1 to 8: 0.934 0.784 0.821 0.028 -0.102 -0.614 -0.081 -1.075

Record 2
Formula: C8H9OP
Source: OMol25
Level of theory: the ωB97M-V functional and the def2-TZVPD basis

Its structure (SMILES) is C#C/C=C\P1C/C1=C(/C)O. The calculation puts the HOMO energy at -8.3 eV. Its LUMO energy is 0.5 eV. The HOMO-LUMO gap is 8.7543 eV.

Positions of all 19 atoms, in Å:
P -1.503 1.701 0.154
O 2.081 -0.106 -0.525
C -2.354 0.107 0.702
C 0.105 1.051 -0.137
C 1.756 0.491 1.700
C -0.617 1.297 -1.408
C 1.214 0.516 0.338
C -2.110 -1.151 0.430
C -1.090 -1.603 -0.430
C -0.199 -2.070 -1.039
H 2.205 1.530 2.129
H 1.752 0.104 -1.412
H -1.206 0.557 -2.089
H 0.899 0.228 2.328
H -0.352 2.182 -2.081
H -2.782 -1.996 0.888
H -3.121 0.260 1.396
H 2.591 -0.179 1.738
H 0.631 -2.436 -1.712

Atomic partial charges in e from the Löwdin method, atoms 1 to 8: 0.976 0.024 -0.281 -0.481 -0.023 -0.343 -0.414 -0.204

Record 3
Formula: C8H9PS
Source: OMol25
Level of theory: the ωB97M-V functional and the def2-TZVPD basis

The spin multiplicity is 3. The calculation puts the HOMO energy (alpha / beta) at -7.0 / -9.2 eV. Its LUMO energy (alpha / beta) is 0.9 / -2.5 eV. The HOMO-LUMO gap (alpha / beta) is 7.9496 / 6.6037 eV.

Positions of all 19 atoms, in Å:
S 2.142 -0.776 4.599
P 1.733 0.598 3.271
C -0.030 -0.328 -0.248
C 1.192 -2.290 0.475
C 1.237 -0.229 1.811
C 1.623 -1.547 1.569
C -0.979 0.229 -1.302
C 0.355 -1.632 -0.398
C 0.359 0.440 0.827
C -0.237 1.765 1.100
H -0.428 1.015 -1.703
H 2.364 -1.944 2.330
H 0.535 2.714 1.134
H -1.951 0.298 -0.829
H 0.104 -2.213 -1.267
H -1.067 -0.525 -2.066
H 1.372 -3.412 0.514
H -1.112 2.163 0.514
H -0.786 1.802 2.054

Atomic partial charges in e from the Löwdin method, atoms 1 to 8: 0.217 0.470 -0.254 -0.078 -0.525 -0.169 -0.031 -0.074

Record 4
Formula: C8HF18O2P
Source: OMol25
Level of theory: the ωB97M-V functional and the def2-TZVPD basis

Its structure (SMILES) is O=P(O)(C(F)(F)C(F)(F)C(F)(F)C(F)(F)F)C(F)(F)C(F)(F)C(F)(F)C(F)(F)F. The calculation puts the HOMO energy at -11.3 eV. Its LUMO energy is -0.5 eV. The HOMO-LUMO gap is 10.8566 eV.

Positions of all 30 atoms, in Å:
P -1.143 -0.385 1.027
F 0.785 1.822 2.351
F -0.165 -3.322 0.505
F 0.027 -0.462 -1.506
F 0.616 3.646 -0.774
F -1.347 4.577 0.842
F -0.916 -4.204 -2.260
F 0.501 5.707 1.031
F -1.386 1.809 -0.367
F 1.427 -1.991 0.604
F 1.665 -4.266 -1.067
F 2.211 -2.527 -2.205
F -1.521 -1.868 -1.265
F 1.447 1.140 0.388
F 0.050 4.427 2.708
F -1.551 2.093 1.794
F 0.035 -2.792 -3.483
F 0.866 -4.677 -3.371
F 2.183 3.682 0.789
O -2.690 -0.673 1.471
O -0.492 -0.911 2.234
C 0.829 3.427 0.587
C 1.171 -3.163 -1.585
C 0.546 -2.427 -0.247
C 0.563 1.932 0.981
C -0.052 4.528 1.301
C 0.298 -3.757 -2.638
C -0.449 -1.336 -0.614
C -0.887 1.471 0.813
H -2.620 -1.501 1.952

Atomic partial charges in e from the Löwdin method, atoms 1 to 8: 0.837 0.121 0.135 0.120 0.119 0.151 0.175 0.177

Record 5
Formula: C90H159NO51P7
Source: OMol25
Level of theory: the ωB97M-V functional and the def2-TZVPD basis

The calculation puts the HOMO energy at -8.8 eV. Its LUMO energy is -4.6 eV. The total charge is +1. The HOMO-LUMO gap is 4.1715 eV.

Positions of all 308 atoms, in Å:
P 2.791 6.609 -4.617
P 1.013 0.305 6.144
P 1.032 -3.715 -3.154
P 3.917 -7.095 1.200
P -2.710 -8.615 2.073
P -4.943 -4.085 2.662
P 6.779 -1.780 0.410
O 0.624 -2.526 -4.147
O 0.423 3.886 -4.079
O 1.637 -4.862 -4.058
O 2.516 7.381 2.952
O -1.303 7.715 -1.158
O 7.141 -3.084 1.268
O 5.531 -7.277 1.517
O -6.320 -3.283 3.189
O 4.071 7.367 -3.866
O -3.121 -7.785 0.762
O -0.294 0.705 5.618
O -7.092 2.440 -2.862
O 1.906 -0.685 5.282
O -5.052 -5.455 3.548
O -2.508 -4.230 4.984
O 0.827 -0.126 -8.516
O -0.038 -4.200 -2.262
O -3.846 -9.763 2.203
O 7.312 -1.847 -1.005
O 7.362 -0.457 1.205
O -1.783 -0.124 0.126
O -5.251 -4.557 1.164
O 5.119 -1.808 0.559
O -1.520 1.057 -9.970
O -1.306 -8.971 2.122
O 2.321 -3.210 -2.341
O -5.096 0.851 -5.876
O -4.742 1.913 7.773
O -4.471 -0.113 5.803
O 3.483 5.874 -5.945
O 3.734 -7.661 -0.264
O -3.899 6.677 4.326
O 4.200 1.676 3.332
O -1.987 -2.954 -1.089
O 6.297 -0.391 -3.371
O -3.493 1.933 1.207
O -5.183 -2.114 -5.437
O 2.381 3.361 1.784
O 2.937 -5.353 4.441
O -3.069 -7.605 3.295
O -4.982 5.197 -4.727
O 3.756 4.259 -2.076
O 2.086 5.704 -3.678
O -3.697 -3.256 2.822
O 3.330 -5.741 1.406
O 1.849 7.743 -5.251
O 0.881 -0.504 7.472
O 5.030 3.552 -7.831
O -4.704 3.832 3.399
O 2.039 1.522 6.544
O 3.225 -8.336 1.968
N -0.449 0.158 0.252
C -4.130 1.948 0.021
C 0.296 -0.554 1.390
C 8.255 -3.903 0.995
C 1.556 8.444 1.035
C 2.824 2.757 -7.265
C -4.574 -2.419 -4.327
C -0.733 -5.055 3.511
C -0.360 0.261 -2.305
C -5.592 4.743 2.601
C 2.964 0.689 -9.106
C -0.600 -0.403 2.656
C -3.381 -1.489 -2.393
C 3.501 -3.054 -3.030
C -5.221 3.418 -1.604
C 1.776 0.809 -8.324
C 3.253 -0.997 5.725
C -6.074 -6.361 3.185
C 4.370 3.051 -2.339
C -3.050 0.194 -6.985
C -4.243 3.193 -0.608
C -3.349 2.086 -8.897
C 4.018 2.565 -7.915
C -3.633 4.790 -4.520
C -6.369 -3.122 4.572
C 0.277 2.287 -0.990
C 3.839 -6.819 -1.354
C -0.311 -4.345 5.815
C -2.668 5.788 -4.219
C -2.517 -6.632 0.309
C -2.991 7.688 4.638
C -2.085 0.211 -7.931
C -3.743 -0.081 6.985
C 6.259 -8.543 1.670
C 4.003 3.055 3.641
C -0.324 6.412 0.658
C 0.636 -5.432 3.465
C 0.620 6.278 1.655
C -4.491 0.556 8.195
C 4.312 6.633 -6.729
C -4.231 2.073 -7.813
C -5.920 1.076 -1.309
C 2.639 3.596 3.169
C 0.613 -2.018 0.997
C 0.014 -0.136 8.518
C 4.097 1.531 -8.818
C 2.512 0.262 0.268
C -4.102 -3.682 -4.070
C -2.856 -2.771 -2.179
C -3.704 -0.627 4.701
C -0.373 -2.576 -5.190
C -3.632 -10.793 3.153
C 5.439 2.677 -1.542
C 1.532 2.733 7.211
C 5.110 1.496 2.209
C -4.863 -3.831 0.083
C 2.997 4.326 0.904
C 5.698 0.727 -2.983
C -0.851 4.184 -4.366
C -6.028 2.300 -1.924
C 1.094 -4.466 5.646
C -0.384 7.606 -0.175
C -3.040 -7.734 4.687
C 0.324 0.732 -1.016
C 0.976 -5.989 -4.478
C -2.267 1.169 -8.880
C -4.320 -1.412 -3.444
C 4.323 -3.030 0.578
C 6.067 1.486 -1.813
C 0.524 8.647 0.114
C 0.772 8.386 -4.561
C -3.167 3.581 -4.827
C -3.467 5.440 4.965
C 1.812 1.899 -7.456
C 1.802 -8.602 1.894
C 4.731 1.133 -3.901
C 4.037 2.248 -3.500
C 1.600 0.223 1.492
C 1.810 0.290 -1.108
C 1.555 -5.104 4.496
C -5.709 2.421 8.657
C 1.581 7.289 1.888
C -4.457 4.288 4.820
C -1.154 -4.455 4.716
C 8.767 -0.305 1.275
C -4.161 1.031 -6.859
C -3.218 -3.905 -2.967
C 3.894 8.221 -2.792
C -4.855 0.889 -0.423
C -1.275 5.483 -4.155
C -1.787 3.278 -4.840
H -5.472 4.562 5.107
H 0.750 -5.992 -5.545
H -3.062 -1.476 4.937
H -6.751 2.102 8.649
H -2.723 -4.851 -2.802
H -2.467 5.109 4.685
H -5.324 2.393 9.676
H 4.049 -2.187 -2.661
H -6.486 -6.851 4.067
H 3.152 1.142 0.201
H -7.267 -3.497 5.064
H 6.116 1.550 2.626
H -3.969 -3.208 0.088
H 1.186 -2.490 1.795
H -3.653 4.011 -0.222
H 5.026 0.506 1.761
H 0.520 3.014 6.920
H 2.235 -0.287 2.216
H -3.476 2.893 -9.603
H 0.918 2.184 -6.923
H 0.004 -0.532 3.555
H -6.496 -2.058 4.773
H 4.726 0.719 -4.899
H -0.273 -2.645 0.894
H -2.674 -8.682 5.080
H -6.565 4.804 3.087
H 3.327 -1.980 6.191
H 3.455 -2.773 -0.029
H -3.394 -0.969 7.512
H -3.958 -7.404 5.172
H -0.022 0.316 -8.591
H 4.037 7.697 -1.847
H -0.442 0.853 8.479
H 3.095 4.482 -2.735
H -1.946 7.437 4.457
H 1.164 -8.404 2.755
H -1.994 -6.701 -0.645
H 3.276 2.578 -4.191
H -5.723 -3.198 -0.135
H -5.746 1.554 -5.802
H 4.494 7.615 -6.293
H 2.421 0.872 -1.799
H -4.085 2.262 1.888
H 5.546 -9.234 1.221
H 2.274 9.243 1.154
H -2.467 -6.939 5.166
H 0.321 0.590 -3.090
H -3.844 2.779 -5.084
H 3.206 8.031 2.797
H 2.518 4.660 3.371
H -1.296 -2.181 -4.765
H -5.579 -3.635 5.121
H -3.223 -0.622 -6.299
H 1.353 1.172 1.966
H -1.747 -6.100 0.868
H 0.534 9.568 -0.449
H 0.859 -2.064 -0.064
H 3.034 5.382 1.172
H -0.505 6.215 -3.964
H -0.734 -0.902 8.723
H 2.720 3.611 -6.612
H 5.107 2.184 1.363
H 3.883 -1.002 4.836
H -5.283 5.785 2.516
H 2.807 -6.506 -1.513
H 4.072 4.192 0.788
H -0.690 2.748 -1.189
H 1.574 -9.616 1.565
H 4.904 -3.874 0.206
H 1.746 2.555 8.265
H -5.388 -0.045 8.347
H -5.688 3.499 8.497
H -1.084 0.560 2.815
H 8.842 -0.273 2.362
H 3.176 -0.595 0.380
H 0.991 -6.052 2.655
H 8.791 -3.415 0.180
H 4.044 -3.964 -2.774
H 1.853 3.066 3.706
H -5.759 -1.369 -5.249
H 1.685 -6.814 -4.414
H 3.724 -3.172 1.478
H 3.125 0.051 -9.962
H -1.274 -5.415 2.649
H 9.027 0.634 0.785
H -1.436 2.318 -5.192
H -3.776 0.488 9.015
H 1.335 -7.870 1.236
H 1.046 4.598 -3.917
H -4.717 -0.152 -0.172
H -3.072 8.055 5.661
H 3.219 -5.609 3.560
H -5.630 -7.223 2.686
H 1.744 -4.096 6.425
H -4.501 -10.719 3.807
H 0.906 9.466 -4.500
H 0.544 7.976 -3.577
H -3.018 6.802 -4.092
H 5.806 3.318 -8.345
H 2.559 4.346 -0.094
H -3.256 -0.640 -1.737
H -0.561 -3.566 -5.605
H -1.308 0.782 -2.438
H -1.319 -0.550 -7.907
H -5.030 2.795 -7.733
H -3.485 -11.800 2.764
H -4.701 -4.433 -0.811
H -3.962 3.526 5.423
H 6.730 1.045 -1.084
H 5.682 3.272 -0.674
H -3.149 8.594 4.053
H 9.385 -1.126 0.912
H 4.395 -5.886 -1.266
H -1.944 1.441 -10.741
H 4.218 -7.274 -2.269
H -1.326 -1.175 2.911
H 5.249 6.085 -6.827
H -2.742 -10.581 3.745
H 0.632 -0.002 9.406
H -1.516 8.578 -1.520
H -2.903 -3.961 4.151
H 7.279 -8.676 1.311
H -6.540 0.273 -1.682
H -0.584 -3.935 6.776
H 0.581 5.428 2.319
H -4.648 -0.481 -3.881
H -4.258 -4.437 -4.826
H -3.222 -5.920 -0.117
H -0.102 -2.043 -6.101
H -2.901 0.569 6.750
H 2.215 3.534 6.928
H -5.291 4.441 -1.943
H 0.904 2.768 -1.741
H -0.980 5.589 0.413
H -4.450 -0.957 3.978
H 7.803 -4.883 0.846
H 3.615 -0.332 6.510
H -5.536 4.430 -4.891
H -1.229 -3.447 -1.414
H 4.133 3.103 4.722
H 6.417 -8.667 2.741
H 8.944 -3.895 1.840
H 0.154 -6.358 -3.866
H 2.882 8.612 -2.683
H 4.939 1.286 -9.448
H 3.389 -2.842 -4.093
H -6.844 -5.889 2.575
H 0.561 2.554 0.028
H -5.736 4.266 1.631
H -0.648 -0.754 -2.578
H -3.538 5.890 5.955
H 1.736 -0.746 -1.439
H 6.676 -1.005 -2.738
H -2.904 -0.030 4.263
H 4.625 9.029 -2.819
H 4.883 3.648 3.391
H -6.794 2.783 -3.708
H -0.130 8.239 -5.155
H 3.852 6.746 -7.711

Atomic partial charges in e from the Löwdin method, atoms 1 to 8: 0.612 0.381 0.453 0.470 0.446 0.585 0.553 -0.207